Below is 8 unconnected molecules or ions with the total composition C22H48NO14P in a non-equilibrium geometry, with properties calculated with ωB97M-V with the def2-TZVPD basis set.

LUMO energy, Eh: 0.129
Relative energy (zero: lowest compared OMol25 entry of this formula, charge and spin), eV: 2.601
Net charge: -2
HOMO-LUMO gap, eV: 2.25

Each line ends with the Mulliken charge.
Element x y z (Å)
N: 0.20069 -0.78806 0.42015  0.7528
H: 0.27969 -1.78306 0.42715  -0.1604
H: -0.05231 -0.69306 1.38615  -0.0319
H: -0.47731 -0.34506 -0.26085  0.3216
H: 1.03369 -0.40206 0.39215  -0.1506
P: 1.75569 -2.60406 2.44015  0.0677
O: 2.07469 -3.08806 1.13315  -0.6671
O: 2.57769 -3.20306 3.72315  -1.0931
O: 0.27269 -2.60506 2.63915  -0.6065
O: 2.01969 -1.23006 2.31515  -0.2646
O: -1.94731 -2.28806 -1.31085  -0.6435
C: -1.75631 -3.49906 -1.44385  0.9552
O: -1.92231 -4.23306 -2.39085  -0.2658
C: -2.41631 -3.72406 -3.63585  -0.1265
C: -2.98831 -4.79306 -4.49385  -1.1749
C: -1.22731 -4.26806 -0.25885  -1.5773
H: -1.74331 -3.07806 -4.06585  0.3564
H: -3.28831 -2.98506 -3.64185  0.2012
H: -3.40531 -5.59006 -3.89685  0.2722
H: -2.34331 -5.28106 -5.18085  0.3102
H: -3.62031 -4.10206 -4.98685  0.3724
H: -1.60431 -5.12006 -0.22485  0.7368
H: -1.28931 -3.88406 0.71015  0.2545
H: -0.09431 -4.29506 -0.12385  0.3173
O: 0.64469 1.97194 -0.77285  -0.5005
C: 1.04269 2.81694 -0.02385  0.4519
O: 0.57269 4.05594 -0.04385  -0.3240
C: -0.49331 4.45194 -0.99685  0.0792
C: -1.10931 5.75594 -0.65285  -1.3566
C: 2.02769 2.49394 1.05515  -0.2346
H: -1.23631 3.62094 -0.75285  0.0977
H: 0.05669 4.53994 -2.20785  0.2731
H: -0.12431 6.37594 -0.57385  0.3259
H: -1.36131 5.89794 0.27715  0.4848
H: -1.76531 6.22994 -1.42785  0.2940
H: 3.21669 3.00994 1.18315  0.1665
H: 2.07169 1.42794 1.39515  -0.1063
H: 1.73069 2.98694 2.12915  0.2662
O: 0.10669 3.32994 4.35915  -0.5740
C: -0.05331 2.29194 3.86715  0.4824
O: -0.89331 2.09294 2.76315  0.0412
C: -1.59131 3.20794 2.09715  -0.1068
C: -2.71731 2.58694 1.18615  -1.3634
C: 0.81569 1.09094 4.06015  -0.8371
H: -0.81131 3.83394 1.62915  0.2040
H: -1.97031 3.66794 3.00815  0.4608
H: -3.55931 2.35594 1.69715  0.4826
H: -2.17731 2.00894 0.42415  0.1526
H: -3.01231 3.47994 0.55615  0.4220
H: 1.79569 1.14094 3.72315  0.0403
H: 0.54569 0.07894 3.76115  0.1718
H: 1.20169 0.91494 5.09815  0.4166
O: 2.30869 0.06394 -3.31185  -0.5704
C: 1.73269 -0.96106 -3.49485  0.8593
O: 0.88169 -1.19606 -4.55585  -0.2872
C: 0.78269 -0.21706 -5.61285  -0.4037
C: -0.48931 -0.40706 -6.35885  -1.2808
C: 1.91469 -2.14806 -2.62885  -0.2129
H: 1.66969 -0.15106 -6.10285  0.4974
H: 0.72569 0.72594 -5.17385  0.3490
H: -1.28631 -0.36506 -5.76585  0.3734
H: -0.81131 -1.33706 -6.94785  0.2792
H: -0.40231 0.42094 -7.10685  0.3306
H: 2.52569 -1.87506 -1.79385  -0.1598
H: 2.54269 -3.01306 -3.19685  0.3679
H: 0.94569 -2.57406 -2.04885  -0.1808
C: 4.24169 0.15994 -0.45285  -0.3373
C: 5.27469 0.64394 0.50115  0.3226
O: 6.54669 1.10494 0.02015  -0.6897
C: 4.93169 0.85394 1.97815  -0.9787
H: 3.78369 -0.81506 -0.08885  0.1150
H: 4.64869 -0.16606 -1.36085  0.5797
H: 3.53869 0.98194 -0.80085  0.0843
H: 4.21869 0.25894 2.32815  0.2017
H: 4.84269 1.96794 2.19915  0.2088
H: 5.73269 0.64394 2.65015  0.4676
C: -3.83331 0.21594 4.97015  -0.7675
C: -3.76031 -1.03006 4.10115  0.5065
O: -4.56331 -2.02506 4.46115  -0.6336
C: -2.66031 -1.27206 2.99915  -0.1497
H: -4.99531 0.14194 5.59315  0.2570
H: -3.74531 1.19694 4.37215  0.1322
H: -3.00431 0.43294 5.79615  0.2352
H: -1.78731 -1.06306 3.47915  0.0069
H: -2.80431 -0.64506 2.07815  0.2458
H: -2.63831 -2.38906 2.78815  0.1654